# 1
The following is a DFT calculation (ωB97M-V/def2-TZVPD) of a structure of composition C10H14EuN5O3S in a non-equilibrium geometry.

Computed properties:
E_HOMO (spin up / spin down): -2.13 / -4.22 eV
Maximum force: 1.30 eV/Å
Spin multiplicity: 8
Total charge: -1
Energy above the lowest of the compared OMol25 structures with the same formula, charge and spin: 0.0 kcal per mole

Geometry as XYZ:
```
34
Properties=species:S:1:pos:R:3:forces:R:3
Eu -0.5341 0.3235 -0.5761 -0.4 -0.2 1.2
N -1.8013 -2.4896 3.0898 -0.2 0.0 0.0
C -1.0515 -1.7560 2.1960 0.1 0.0 0.0
S -1.1216 -2.2562 0.5080 -0.1 0.2 0.2
N -0.3721 -0.7783 2.7070 -0.1 0.0 -0.8
N 0.2059 0.0401 1.7268 -0.1 -0.1 0.7
C 1.2266 0.7341 2.1796 0.1 0.1 -0.1
C 1.8457 1.6837 1.3455 0.1 -0.1 -0.1
C 3.0738 2.3083 1.6838 -0.1 0.1 0.2
C 3.6689 3.1859 0.8302 -0.1 0.0 -0.2
C 3.0469 3.4458 -0.4265 0.0 -0.1 0.2
C 1.8838 2.7780 -0.7113 -0.2 0.1 -0.3
N 1.2550 1.9184 0.1101 0.2 -0.1 0.1
H -2.0777 -3.4136 2.8199 0.1 -0.1 0.0
H -1.6190 -2.2946 4.0597 0.0 -0.1 0.0
H 1.5777 0.5442 3.1900 0.1 0.1 0.0
H 3.5170 2.0583 2.6412 0.0 0.0 0.0
H 4.6053 3.6656 1.0876 0.0 0.0 0.0
H 3.4769 4.1235 -1.1493 0.0 0.0 0.0
H 1.3971 2.9127 -1.6736 0.0 0.0 0.0
N -1.9601 -1.0281 -2.5951 -0.1 0.1 0.0
C -1.0087 -0.9420 -3.7159 0.3 -0.1 0.0
C -0.0058 -0.0110 -3.0490 -0.1 0.1 -0.1
O -0.3931 1.1767 -2.8759 0.1 0.3 -0.4
O 0.8830 -0.5365 -2.3352 0.3 -0.2 -0.4
H -2.3738 -1.9332 -2.4369 0.0 -0.1 0.0
H -2.6712 -0.3100 -2.6364 -0.1 0.0 0.0
H -1.4178 -0.5438 -4.6453 -0.1 0.0 0.1
H -0.5471 -1.9113 -3.8894 -0.1 0.0 0.0
C -2.8732 2.6119 -0.2578 0.0 0.2 0.0
O -2.3959 1.3158 -0.2316 0.2 0.0 -0.2
H -3.8827 2.6986 0.1745 0.0 -0.1 0.0
H -2.9247 3.0121 -1.2841 -0.1 0.0 0.0
H -2.2273 3.2998 0.3126 -0.1 0.0 0.0
```
Positions in Å, forces in eV/Å.

# 2
The following is a DFT calculation (ωB97M-V/def2-TZVPD) of a structure of composition C10H14F12MgN2O11S4 in a non-equilibrium geometry.

Computed properties:
E_HOMO: -10.94 eV
Maximum force: 4.14 eV/Å
Energy above the lowest of the compared OMol25 structures with the same formula, charge and spin: 0.0 kcal per mole

Geometry as XYZ:
```
54
Properties=species:S:1:pos:R:3:forces:R:3
Mg 16.5931 -4.2997 3.1470 0.7 0.1 1.0
C 14.2899 -0.9191 2.7501 -0.1 -0.3 0.1
F 13.0718 -0.4726 2.4796 0.2 0.1 0.1
F 15.2015 -0.1182 2.2266 -0.1 0.0 0.2
F 14.4755 -0.9580 4.0790 -0.1 0.2 -0.3
S 14.3679 -2.6935 2.1262 0.9 -1.0 1.2
O 14.0469 -3.5065 3.2664 0.4 0.2 0.0
O 13.5537 -2.8452 0.9873 -0.3 0.4 -0.8
N 16.0328 -2.9888 1.8685 -2.7 2.5 -1.9
S 16.3357 -2.4476 0.3434 0.4 0.2 -0.5
O 16.4378 -3.5209 -0.5726 0.5 -1.0 -0.3
O 15.5489 -1.3348 -0.0713 -0.1 0.3 0.6
C 18.0197 -1.6954 0.4622 0.3 0.0 -0.1
F 18.9961 -2.6201 0.5232 -0.3 0.4 0.1
F 18.1990 -0.9788 -0.6428 0.0 -0.1 0.2
F 18.1150 -0.8809 1.5246 0.1 -0.3 -0.2
C 17.8916 -8.2019 4.3129 -0.4 -0.3 0.2
F 17.6789 -8.4718 3.0347 0.3 0.0 -0.1
F 17.6423 -9.2784 5.0475 0.2 0.2 -0.2
F 19.1626 -7.8324 4.4659 0.1 -0.2 0.0
S 16.8042 -6.8059 4.9241 -0.1 1.7 -0.2
O 15.8113 -7.3099 5.7967 -0.2 -0.6 0.3
O 17.7089 -5.8235 5.4554 0.2 -0.1 -0.5
N 16.1268 -6.1299 3.5556 -0.1 -2.9 1.0
S 14.8375 -7.0640 3.1214 -0.3 0.1 -0.3
O 15.0186 -8.4430 3.4103 0.6 -0.5 -0.1
O 13.6414 -6.4414 3.5239 -1.1 0.8 0.4
C 14.7417 -6.9510 1.2829 0.6 -0.2 0.2
F 15.8006 -7.5193 0.6827 -0.2 0.3 0.1
F 13.6582 -7.6150 0.9394 -0.2 -0.1 -0.2
F 14.6319 -5.6814 0.8990 0.2 0.0 -0.1
C 15.0320 -3.6471 5.9991 0.3 -0.8 -0.4
O 16.0371 -3.2923 5.0232 0.2 -0.3 0.6
C 17.0724 -2.5549 5.6375 0.4 1.1 0.3
C 18.1261 -2.2849 4.5735 -1.0 0.1 0.4
O 18.3022 -3.5474 3.9169 0.8 1.1 0.0
C 19.5756 -3.7405 3.3045 0.3 -1.2 0.3
C 19.4122 -5.0512 2.5567 1.1 0.1 -0.3
O 18.2321 -4.9533 1.8016 -0.5 -0.3 -0.3
C 18.2495 -5.7835 0.6238 0.2 -0.1 0.3
H 14.3640 -4.3627 5.5261 -0.2 0.3 -0.1
H 14.5242 -2.7497 6.3407 -0.1 0.0 0.0
H 15.5100 -4.1949 6.8159 0.1 0.3 0.1
H 17.5133 -3.0062 6.5343 -0.2 -0.7 -0.3
H 16.6612 -1.6019 6.0069 0.1 0.0 -0.2
H 19.0451 -1.8869 5.0004 0.1 -0.3 0.1
H 17.7214 -1.5271 3.8928 0.2 -0.3 -0.3
H 20.3421 -3.9131 4.0696 -0.1 0.3 0.1
H 19.8707 -2.9100 2.6702 -0.2 0.1 -0.1
H 19.4230 -5.8981 3.2445 -0.4 0.1 0.1
H 20.2601 -5.2516 1.8856 0.0 0.4 0.1
H 19.1444 -5.5388 0.0463 -0.1 0.1 -0.1
H 17.3506 -5.5700 0.0632 0.0 0.1 -0.1
H 18.2967 -6.8414 0.8914 -0.1 0.1 0.1
```
Positions in Å, forces in eV/Å.

# 3
The following is a DFT calculation (ωB97M-V/def2-TZVPD) of a cluster of 2 separate species, C10H14FN2 in total in a non-equilibrium geometry.

Computed properties:
E_HOMO: -11.62 eV
Maximum force: 1.54 eV/Å
Total charge: +1
Energy above the lowest of the compared OMol25 structures with the same formula, charge and spin: 0.0 kcal per mole

Geometry as XYZ:
```
27
Properties=species:S:1:pos:R:3:forces:R:3
C -3.3495 -1.6852 -0.2752 0.0 0.0 0.0
C -2.5409 -1.2344 -1.3092 -0.1 -0.1 0.1
C -3.4149 -0.9734 0.9130 -0.1 -0.1 -0.1
C -1.7833 -0.0902 -1.1535 0.0 0.2 0.2
C -2.6795 0.1852 1.0713 0.2 0.2 -0.1
C -1.8589 0.6376 0.0375 -0.6 -0.6 0.0
C 1.5279 -0.4952 0.0609 0.2 -0.4 0.4
C -1.4706 2.8758 0.5624 -0.2 0.2 0.0
C 3.7620 -1.2214 0.5291 0.7 -0.9 0.5
C 3.3356 0.8192 -0.7447 0.4 1.0 -0.6
N -1.0397 1.7514 0.2041 1.1 0.1 -0.2
N 2.7971 -0.3135 -0.0382 -1.5 -0.4 0.2
F 1.0635 -1.5407 0.6880 0.4 0.6 -0.4
H -3.9283 -2.5874 -0.3975 -0.1 -0.1 0.0
H -2.5007 -1.7785 -2.2404 0.0 -0.1 -0.1
H -4.0489 -1.3179 1.7154 0.0 0.0 0.1
H -1.1729 0.2760 -1.9665 0.1 0.1 -0.1
H -2.7210 0.7456 1.9947 0.0 0.0 0.1
H -0.7589 3.6752 0.7083 0.1 0.2 0.0
H -2.5243 3.1069 0.7127 -0.1 -0.1 0.0
H 0.7688 0.1886 -0.3077 0.0 0.2 -0.1
H 4.3077 -1.7275 -0.2691 -0.1 0.1 0.0
H 3.2802 -1.9681 1.1572 0.0 0.1 -0.1
H 4.4809 -0.6602 1.1275 -0.1 0.1 -0.1
H 3.8677 1.4720 -0.0501 -0.1 -0.1 0.0
H 2.5498 1.3890 -1.2367 0.0 -0.1 0.1
H 4.0508 0.4712 -1.4933 -0.1 -0.1 0.1
```
Positions in Å, forces in eV/Å.

# 4
The following is a DFT calculation (ωB97M-V/def2-TZVPD) of a structure of composition C10H14IrOS in a non-equilibrium geometry.

Computed properties:
E_HOMO (spin up / spin down): -24.55 / -25.04 eV
Maximum force: 1.39 eV/Å
Spin multiplicity: 6
Total charge: +4
Energy above the lowest of the compared OMol25 structures with the same formula, charge and spin: 3.8 kcal per mole

Geometry as XYZ:
```
27
Properties=species:S:1:pos:R:3:forces:R:3
Ir 0.5974 -0.2289 0.3352 -0.4 1.2 0.6
C -0.8269 -2.8077 -0.9455 -0.5 -0.1 0.0
C 0.4123 -2.2175 -0.4937 0.9 -0.3 -0.5
C 1.1434 -1.4087 -1.4215 0.3 -0.9 0.6
C 0.6152 -1.2156 -2.7494 -0.3 0.2 -0.6
C -0.5780 -1.8365 -3.1608 0.0 0.0 0.3
C -1.3130 -2.5791 -2.2450 -0.1 0.1 -0.2
H -1.3473 -3.5139 -0.3025 0.0 0.1 0.1
H 0.9530 -2.7629 0.2926 0.0 0.0 0.0
H 2.2359 -1.3398 -1.3252 0.0 0.1 0.0
H 1.1741 -0.6280 -3.4741 0.1 0.0 0.1
H -0.9164 -1.7361 -4.1871 0.0 0.1 0.0
H -2.2643 -3.0098 -2.5441 0.0 -0.1 0.0
O 0.4876 1.3293 1.6114 -0.3 -0.8 -1.0
S 0.8925 2.2556 2.7870 0.1 0.8 0.8
C -0.6006 2.5049 3.8444 0.1 -0.2 0.1
C -0.7971 3.9922 4.0153 0.0 -0.2 -1.0
C -0.1368 4.7880 2.9740 0.3 -0.8 0.6
C 0.8826 4.0099 2.1810 0.1 -0.1 -0.1
H -0.4580 1.9730 4.7919 0.1 0.0 -0.1
H -1.4655 2.0400 3.3493 0.0 0.0 -0.1
H -0.4598 4.3506 5.0549 -0.2 0.3 0.1
H -1.8700 4.2920 4.1790 0.1 0.1 0.3
H 0.2626 5.7734 3.3693 -0.2 0.2 -0.2
H -0.9267 5.2900 2.3191 -0.1 0.4 0.1
H 1.9006 4.3999 2.3290 0.0 -0.1 0.0
H 0.7117 4.0269 1.0975 0.0 -0.1 0.0
```
Positions in Å, forces in eV/Å.

# 5
The following is a DFT calculation (ωB97M-V/def2-TZVPD) of the molecule C10H14N2 in a non-equilibrium geometry.

Computed properties:
E_HOMO: -8.49 eV
Maximum force: 6.10 eV/Å
SMILES: NCc1ccc2c(c1)CNCC2
Energy above the lowest of the compared OMol25 structures with the same formula, charge and spin: 105.9 kcal per mole

Geometry as XYZ:
```
26
Properties=species:S:1:pos:R:3:forces:R:3
C -3.3021 -0.8297 -0.1901 -0.2 2.0 0.6
C -1.8576 -0.2195 -0.1773 1.3 1.8 -1.1
C -1.6702 1.1997 -0.0756 3.2 -1.2 1.1
C -0.2657 1.6553 -0.0409 -1.1 0.6 -1.5
C 0.8940 0.8514 -0.1554 -3.1 0.2 0.7
C 2.2402 1.4387 -0.0717 1.6 2.0 -0.1
C 3.3922 0.2072 0.0630 -2.3 3.0 -1.9
C 1.9711 -1.5185 -0.1098 -1.3 -3.7 -1.0
C 0.6483 -0.5255 -0.2782 2.8 -2.0 0.5
C -0.6176 -1.0264 -0.4598 -5.4 -1.8 2.2
H -5.3682 -0.0065 0.4945 1.6 -0.8 -0.2
H -3.8665 0.1532 1.4504 -1.9 0.2 -1.0
H -3.7074 -0.6833 -1.1423 0.1 -1.1 -2.2
H -3.2026 -1.8176 0.1932 -0.3 -1.1 -0.1
H -2.3888 1.9680 0.2419 -0.1 -0.8 -0.6
H -0.0906 2.7635 -0.1877 -0.3 -1.2 0.8
H 2.3141 2.3066 0.8223 -0.1 -2.6 -2.2
H 2.3130 2.1316 -1.0963 0.6 -2.0 2.5
H 3.6572 -0.0331 -0.9435 0.3 0.1 -0.9
H 4.1805 0.6249 0.5161 3.1 1.8 1.5
H 2.8370 -0.9793 1.7269 1.0 0.3 -2.9
H 1.6515 -2.7557 0.2193 0.6 4.0 -0.5
H 2.4390 -1.7440 -1.1223 -0.9 0.5 0.9
H -1.0551 -2.1860 -0.4148 2.3 2.7 -0.4
N -4.3316 0.0005 0.5167 2.6 0.8 2.6
N 3.1446 -1.0203 0.6571 -4.2 -1.7 3.2
```
Positions in Å, forces in eV/Å.

# 6
The following is a DFT calculation (ωB97M-V/def2-TZVPD) of the molecule C10H14N2 in a non-equilibrium geometry.

Computed properties:
E_HOMO: -8.84 eV
Maximum force: 3.21 eV/Å
SMILES: C[C@@H]1C[C@@]1(NN)c1ccccc1
Energy above the lowest of the compared OMol25 structures with the same formula, charge and spin: 35.7 kcal per mole

Geometry as XYZ:
```
26
Properties=species:S:1:pos:R:3:forces:R:3
C -3.5465 -0.2198 0.2800 -0.2 0.0 0.0
C -3.0074 -0.7433 -0.8836 -0.1 0.0 -0.1
C -2.7218 0.3648 1.2267 -0.1 0.1 0.1
C -1.6396 -0.6989 -1.0894 -0.1 0.1 0.0
C -1.3518 0.4151 1.0239 0.0 0.0 -0.1
C -0.8202 -0.1258 -0.1307 3.1 -0.6 -0.6
C 1.4715 -1.5211 -0.4790 -0.1 -0.1 -0.1
C 1.6432 -0.6924 0.7680 0.2 0.1 0.0
C 0.8081 -0.1872 -0.3710 -2.9 0.5 0.7
C 2.9663 -0.0448 1.0844 -0.1 -0.1 0.0
N 1.1113 2.1466 -0.6047 -0.1 0.1 -0.1
N 1.3371 0.8643 -1.1826 0.1 0.0 -0.4
H -4.6122 -0.2785 0.4531 0.0 0.0 0.0
H -3.6497 -1.2009 -1.6226 -0.1 0.0 0.0
H -3.1481 0.7660 2.1353 0.0 0.1 0.1
H -1.2073 -1.1247 -1.9852 0.1 -0.1 0.0
H -0.6984 0.8603 1.7588 0.1 0.0 0.1
H 2.3114 -1.5813 -1.1558 0.1 0.0 0.0
H 0.8632 -2.4122 -0.4369 -0.1 0.0 0.0
H 1.0961 -1.0371 1.6393 -0.1 0.0 -0.1
H 3.3486 0.4613 0.2026 0.1 0.0 0.0
H 3.6950 -0.7834 1.4172 0.0 0.0 0.0
H 2.8371 0.6938 1.8724 0.1 0.1 0.1
H 0.1597 2.4916 -0.7635 0.3 -0.2 0.0
H 1.7728 2.7991 -1.0154 -0.2 -0.1 0.1
H 0.9818 0.7886 -2.1412 0.0 0.1 0.4
```
Positions in Å, forces in eV/Å.